# 1
93
Properties=species:S:1:pos:R:3:forces:R:3:mulliken_charge:R:1 method="wB97M-V/def2-TZVPD" relative_energy_kj_mol=9.1 energy_ha=-4023.5389 total_charge=-2 multiplicity=1 homo_lumo_gap_ev=5.3 lumo_ev=3.9
Sn -1.589 -0.726 -1.114 0.0 0.0 -0.2 1.44
C -0.054 -6.624 1.101 0.0 0.0 0.0 -1.71
C -0.495 -5.184 1.156 0.0 0.0 0.0 0.56
C 0.296 -4.204 1.742 0.0 0.1 0.1 -1.12
C -0.114 -2.887 1.763 0.0 0.0 0.0 0.30
C -1.342 -2.468 1.210 0.0 0.0 0.1 -0.17
N -1.702 -1.133 1.149 -0.1 -0.1 0.0 0.78
C -1.530 -0.279 2.189 0.0 -0.2 0.1 0.60
C -1.241 -0.745 3.500 0.0 0.0 0.0 -0.83
C -1.018 0.094 4.571 0.0 -0.1 0.0 -1.25
C -1.094 1.471 4.430 0.0 0.0 0.0 0.44
C -0.863 2.409 5.586 0.0 0.0 0.0 -1.65
C -1.479 1.941 3.179 0.0 0.0 0.0 -0.59
C -1.718 1.133 2.073 0.0 0.1 0.0 -0.82
C -2.321 1.774 0.803 0.0 -0.2 0.1 1.77
O -2.099 1.162 -0.378 -0.1 0.1 -0.2 0.12
C -1.814 3.242 0.583 -0.1 0.1 0.2 -0.26
F -2.096 3.687 -0.642 0.0 0.0 -0.1 -0.27
F -0.479 3.345 0.731 0.1 -0.1 0.0 -0.11
F -2.356 4.161 1.433 0.0 0.0 0.0 -0.32
C -3.872 1.839 1.016 0.1 -0.1 0.2 0.06
F -4.386 0.613 0.995 0.0 -0.1 -0.1 -0.07
F -4.484 2.556 0.059 -0.1 0.1 -0.1 -0.29
F -4.246 2.390 2.198 0.0 0.1 0.0 -0.32
C -2.121 -3.456 0.553 0.0 0.1 0.0 -0.89
C -1.685 -4.780 0.570 0.0 0.0 0.0 -0.96
C -3.432 -3.043 -0.171 0.1 0.2 -0.1 2.17
O -3.381 -1.886 -0.883 -0.1 0.0 0.0 -1.18
C -4.558 -2.958 0.905 0.0 -0.1 0.0 0.38
F -5.768 -2.738 0.360 -0.1 0.0 0.0 -0.30
F -4.669 -4.111 1.619 0.0 0.0 0.0 -0.33
F -4.346 -1.989 1.788 0.1 0.0 0.1 -0.17
C -3.863 -4.120 -1.223 0.0 0.0 0.0 0.30
F -2.846 -4.402 -2.055 0.0 0.0 0.0 -0.22
F -4.277 -5.313 -0.707 0.0 0.0 0.0 -0.28
F -4.876 -3.697 -1.984 0.0 0.0 0.0 -0.25
H 0.601 -6.872 1.940 0.0 0.0 0.0 0.41
H 0.496 -6.847 0.181 0.0 0.0 0.0 0.27
H -0.911 -7.302 1.137 0.0 0.0 0.0 0.38
H 1.256 -4.472 2.177 0.0 0.0 0.0 0.32
H 0.527 -2.129 2.193 0.0 0.0 0.0 0.61
H -1.202 -1.813 3.659 0.0 0.0 0.0 0.49
H -0.787 -0.338 5.542 0.0 0.0 0.0 0.27
H -0.300 1.916 6.381 0.0 0.0 0.0 0.39
H -1.801 2.765 6.025 0.0 0.0 0.0 0.30
H -0.296 3.294 5.283 0.0 0.0 0.0 0.36
H -1.618 3.008 3.085 0.0 0.0 0.0 0.51
H -2.291 -5.545 0.105 0.0 0.0 0.0 0.49
C 4.019 2.721 0.661 -0.1 0.0 0.0 -0.93
N 3.053 1.713 1.039 0.0 0.0 0.0 0.40
C 2.451 1.928 2.353 0.1 -0.1 -0.1 -0.75
P 2.253 0.715 -0.019 0.3 -0.1 0.1 -0.86
O 0.880 0.436 0.385 -0.2 -0.1 0.0 0.51
O 2.435 1.592 -1.369 0.1 0.2 0.4 0.38
P 2.286 1.202 -2.916 -0.2 0.2 -0.5 0.17
O 2.588 -0.205 -3.214 0.2 -0.1 -0.1 -0.85
N 3.422 2.189 -3.645 0.1 -0.1 -0.1 0.19
C 3.307 3.625 -3.513 0.0 0.0 0.0 -0.87
C 4.777 1.706 -3.813 -0.1 0.0 0.1 -1.08
N 0.838 1.811 -3.318 -0.1 -0.1 0.2 0.50
C 0.215 1.332 -4.554 0.0 -0.1 0.0 -0.94
C -0.085 2.517 -2.421 0.1 0.0 -0.2 -0.31
N 3.136 -0.658 -0.246 -0.2 0.0 0.1 0.49
C 2.445 -1.902 -0.586 0.1 0.0 0.0 -0.41
C 4.530 -0.622 -0.629 -0.1 0.1 0.0 -0.95
H 4.863 2.718 1.359 0.0 0.0 0.0 0.32
H 3.572 3.723 0.675 0.0 0.0 0.0 0.33
H 4.402 2.547 -0.342 0.0 0.0 0.0 0.12
H 3.215 1.841 3.132 0.0 0.0 0.0 0.32
H 1.663 1.198 2.528 0.0 0.0 0.0 0.00
H 1.998 2.923 2.413 0.0 0.0 0.0 0.31
H 2.258 3.901 -3.417 0.0 0.0 0.0 0.21
H 3.715 4.118 -4.401 0.0 0.0 0.0 0.34
H 3.847 4.005 -2.634 0.0 0.0 0.0 0.23
H 4.763 0.620 -3.875 0.0 0.0 0.0 0.28
H 5.428 2.009 -2.978 0.0 0.0 0.0 0.27
H 5.207 2.114 -4.733 0.0 0.0 0.0 0.36
H 0.938 0.773 -5.151 0.0 0.0 0.0 0.37
H -0.149 2.182 -5.136 0.0 0.0 0.0 0.31
H -0.632 0.684 -4.317 0.0 0.1 0.0 0.18
H 0.389 2.734 -1.469 0.0 0.0 0.0 0.04
H -0.976 1.919 -2.244 0.0 0.1 0.0 -0.34
H -0.393 3.457 -2.890 0.0 0.0 0.0 0.34
H 1.391 -1.816 -0.333 0.0 0.0 0.0 -0.31
H 2.876 -2.723 -0.004 0.0 0.0 0.0 0.33
H 2.537 -2.109 -1.655 0.0 0.0 0.0 0.25
H 4.929 0.391 -0.559 0.0 0.0 0.1 0.21
H 4.649 -0.957 -1.664 0.0 0.0 0.0 0.29
H 5.123 -1.262 0.032 0.0 0.0 0.0 0.33
O -3.690 1.870 -3.996 0.0 -0.2 0.1 -0.73
C -3.496 1.055 -3.089 -0.1 0.2 -0.1 0.09
O -2.503 0.254 -2.997 0.0 -0.2 0.1 -0.72
H -4.232 0.991 -2.263 0.0 0.0 0.0 0.22

=====

# 2
73
Properties=species:S:1:pos:R:3:forces:R:3:lowdin_spin:R:1 method="wB97M-V/def2-TZVPD" relative_energy_kj_mol=0.0 energy_ha=-5200.7163 total_charge=+4 multiplicity=5 homo_lumo_gap_ev="6.1 / 3.7" lumo_ev="-12.7 / -15.1" s2=6.04
I 0.183 -2.998 -0.358 0.2 0.1 0.1 1.03
I 0.340 0.578 -6.577 -0.2 -0.3 -1.0 0.91
Y 0.540 1.050 -3.746 -0.9 -2.3 0.5 0.10
Rh 0.754 -0.481 -1.159 -2.6 -0.5 -0.7 0.50
S 1.824 -1.277 -3.005 0.4 1.0 -0.3 0.11
S -1.163 -0.924 -2.964 1.1 0.6 -0.1 0.18
C 2.078 0.463 -0.372 4.1 1.9 3.5 0.04
C 3.688 -1.245 -3.161 0.2 -0.3 0.0 0.01
C -2.900 -0.365 -2.697 -0.2 -0.1 0.2 0.01
C 3.932 -1.086 -4.660 -0.2 -0.2 0.0 0.00
C 4.371 -0.145 -2.367 0.1 0.0 0.0 0.00
C 4.159 -2.624 -2.708 0.0 -0.2 0.0 0.00
C -3.560 -0.509 -4.071 0.0 -0.2 0.0 0.01
C -2.969 1.053 -2.141 0.1 0.1 0.1 0.00
C -3.519 -1.336 -1.699 -0.2 -0.1 0.0 0.01
C 2.534 2.534 -3.742 5.4 3.7 0.5 0.00
C -0.657 3.270 -3.542 -3.2 5.0 1.4 0.00
O 2.853 1.044 0.280 -2.7 -1.7 -2.5 0.02
O 3.485 3.184 -3.651 -4.3 -2.9 -0.5 0.00
O -1.271 4.213 -3.285 2.7 -4.1 -1.2 0.00
H 3.576 -0.113 -5.014 0.1 0.1 -0.1 0.00
H 3.421 -1.883 -5.212 0.1 0.2 -0.1 0.00
H 5.007 -1.151 -4.859 -0.2 0.0 0.0 0.00
H 3.854 0.819 -2.462 0.2 -0.2 0.2 0.00
H 5.381 -0.012 -2.784 -0.2 0.0 0.2 0.00
H 4.485 -0.424 -1.312 -0.1 0.2 -0.2 0.00
H 3.895 -2.831 -1.664 0.1 0.1 -0.2 0.00
H 5.251 -2.664 -2.803 -0.2 -0.1 0.0 0.00
H 3.729 -3.407 -3.344 0.1 0.1 0.2 0.00
H -4.621 -0.242 -4.018 0.1 0.0 0.1 0.00
H -3.487 -1.550 -4.414 -0.1 0.3 0.0 0.00
H -3.082 0.146 -4.810 -0.1 -0.1 0.1 0.00
H -3.924 1.167 -1.606 0.2 0.2 -0.2 0.00
H -2.951 1.796 -2.947 0.0 0.0 0.1 0.00
H -2.155 1.231 -1.423 -0.3 0.0 -0.1 0.00
H -4.581 -1.080 -1.604 0.1 -0.2 0.0 0.00
H -3.049 -1.234 -0.715 0.0 0.0 -0.2 0.00
H -3.429 -2.371 -2.046 -0.1 0.2 0.1 0.00
O -0.627 0.341 0.268 0.4 -0.6 -0.2 0.01
As -0.487 0.263 1.967 0.8 0.7 0.5 0.00
C 0.157 1.980 2.568 0.1 -0.1 0.1 0.00
C -0.496 3.139 2.120 0.1 0.1 0.1 0.00
C -0.056 4.393 2.564 -0.1 -0.3 -0.1 0.00
C 1.045 4.487 3.423 0.0 -0.3 0.0 0.00
C 1.709 3.327 3.842 -0.1 -0.1 -0.1 0.00
C 1.258 2.066 3.430 -0.1 0.1 0.0 0.00
C -2.318 0.053 2.532 0.1 1.5 1.0 0.05
C -3.031 -1.062 2.064 0.6 0.0 -0.2 0.29
C -4.333 -1.287 2.525 -1.8 0.3 1.1 0.09
C -4.913 -0.399 3.439 -0.4 -1.7 -0.9 0.05
C -4.203 0.721 3.885 -1.0 0.3 0.7 0.32
C -2.894 0.951 3.439 2.2 -0.7 -1.5 0.15
C 0.477 -1.218 2.795 -0.5 0.3 -0.1 0.02
C -0.260 -2.178 3.503 0.3 -0.2 -0.1 0.02
C 0.409 -3.237 4.131 -0.2 0.3 -0.1 0.00
C 1.806 -3.313 4.088 -0.3 0.2 -0.1 0.00
C 2.529 -2.327 3.408 0.0 0.1 -0.1 0.00
C 1.870 -1.274 2.766 0.2 -0.2 -0.2 0.01
H -1.341 3.056 1.433 0.2 0.1 0.2 0.00
H -0.581 5.292 2.236 0.2 -0.3 0.1 0.00
H 1.385 5.464 3.769 -0.1 -0.3 -0.1 0.00
H 2.579 3.394 4.497 -0.3 0.0 -0.2 0.00
H 1.754 1.158 3.772 -0.1 0.3 0.0 0.00
H -2.546 -1.764 1.377 -0.2 0.2 0.2 0.01
H -4.877 -2.166 2.173 0.0 0.3 0.2 0.00
H -5.917 -0.593 3.818 0.3 0.1 -0.1 0.00
H -4.655 1.418 4.594 0.0 -0.2 -0.2 0.01
H -2.321 1.808 3.798 -0.2 -0.2 0.0 0.00
H -1.347 -2.099 3.563 0.3 -0.2 0.1 0.00
H -0.175 -3.988 4.661 0.2 0.2 -0.1 0.00
H 2.323 -4.132 4.591 -0.1 0.3 -0.2 0.00
H 3.619 -2.368 3.379 -0.3 0.0 0.1 0.00
H 2.438 -0.502 2.244 0.0 -0.3 0.2 0.00

=====

# 3
103
Properties=species:S:1:pos:R:3:forces:R:3:mulliken_charge:R:1 method="wB97M-V/def2-TZVPD" relative_energy_kj_mol=1.7 energy_ha=-6170.4738 multiplicity=1 homo_lumo_gap_ev=8.0 lumo_ev=-0.1
Cd -1.043 0.943 -1.579 0.0 0.0 0.4 0.45
Br 0.776 3.084 -2.508 0.0 0.0 -0.1 -0.23
C -0.562 4.278 -1.864 -0.1 0.0 0.0 0.81
C -0.138 5.533 -1.545 -0.1 0.0 0.0 -0.69
C -1.081 6.518 -1.185 0.0 0.0 0.0 -0.67
C -2.409 6.222 -1.217 0.0 0.0 0.0 -0.87
C -2.860 4.922 -1.552 0.0 0.0 0.0 0.80
C -4.249 4.650 -1.633 0.0 0.0 0.0 -0.82
C -4.685 3.403 -1.953 0.0 0.0 0.0 -0.99
C -3.754 2.350 -2.119 0.0 0.0 0.1 0.45
C -2.399 2.540 -2.035 0.1 0.0 -0.1 -1.16
C -1.932 3.878 -1.824 0.0 0.0 0.0 1.07
H 0.912 5.778 -1.597 0.0 0.0 0.0 0.46
H -0.739 7.509 -0.919 0.0 0.0 0.0 0.39
H -3.146 6.982 -0.991 0.0 0.0 0.0 0.36
H -4.946 5.458 -1.450 0.0 0.0 0.0 0.36
H -5.745 3.201 -2.047 0.0 0.0 0.0 0.40
H -4.146 1.356 -2.289 0.0 0.0 0.0 0.01
C -4.708 -1.216 0.034 0.1 0.0 0.0 0.20
C -5.329 -1.546 -1.328 0.0 0.0 0.0 -0.93
S -4.331 -1.108 -2.780 0.0 -0.1 0.0 0.09
C -3.753 -2.705 -3.395 0.0 0.0 0.0 -0.93
C -2.860 -3.481 -2.443 0.0 0.0 0.0 -0.70
S -1.362 -2.548 -2.022 -0.1 0.0 0.0 0.05
C -1.193 -2.928 -0.266 0.1 0.0 0.0 0.91
C -2.034 -2.089 0.685 -0.1 0.0 -0.1 0.58
S -3.788 -2.555 0.849 0.0 0.0 0.0 -0.20
H -5.510 -0.965 0.730 0.0 0.0 0.0 0.48
H -4.058 -0.342 -0.037 0.0 0.0 0.0 -0.47
H -6.252 -0.974 -1.436 0.0 0.0 0.0 0.48
H -5.597 -2.602 -1.393 0.0 0.0 0.0 0.49
H -3.218 -2.450 -4.312 0.0 0.0 0.0 0.39
H -4.617 -3.309 -3.679 0.0 0.0 0.0 0.45
H -2.575 -4.431 -2.901 0.0 0.0 0.0 0.48
H -3.396 -3.692 -1.519 0.0 0.0 0.0 0.22
H -0.143 -2.711 -0.072 0.0 -0.1 0.0 -1.91
H -1.365 -3.996 -0.114 0.0 0.0 0.0 1.02
H -1.987 -1.040 0.395 0.0 0.0 0.1 -1.12
H -1.615 -2.176 1.690 0.0 0.0 0.0 0.29
N 0.454 -2.770 8.415 0.0 -0.1 0.1 -0.52
C 0.129 -2.171 7.491 0.0 0.1 -0.1 -0.03
C -0.281 -1.423 6.333 0.0 0.0 0.0 0.34
C -1.434 -0.646 6.376 0.0 0.0 0.0 -0.90
C -1.833 0.071 5.263 0.0 0.0 0.0 -0.70
C -1.084 0.011 4.094 0.0 0.0 0.0 0.82
C 0.071 -0.766 4.048 0.0 0.0 0.0 0.86
C 0.470 -1.477 5.162 0.0 0.0 0.0 -1.09
N -1.494 0.727 2.945 0.0 0.0 0.0 0.46
C -2.712 1.347 2.724 0.0 0.0 0.0 -0.36
C -2.649 1.859 1.468 0.0 0.0 0.0 -1.18
N -1.426 1.566 0.906 -0.1 0.0 0.0 0.39
C -0.764 0.895 1.808 0.0 0.0 0.0 -0.24
H -2.015 -0.599 7.286 0.0 0.0 0.0 0.47
H -2.722 0.681 5.319 0.0 0.0 0.0 0.39
H 0.658 -0.830 3.146 0.0 0.0 -0.1 -0.11
H 1.368 -2.079 5.124 0.0 0.0 0.0 0.53
H -3.505 1.352 3.447 0.0 0.0 0.0 0.40
H -3.396 2.414 0.927 0.0 0.0 0.0 0.41
H 0.225 0.500 1.653 0.1 0.0 0.0 -0.29
C 3.162 0.873 -4.173 0.0 0.0 -0.1 -1.76
C 2.767 -0.326 -3.317 -0.1 0.1 -0.1 1.58
C 3.885 -1.359 -3.323 0.0 0.0 0.0 -1.37
C 1.466 -0.936 -3.821 0.0 0.0 0.0 -1.12
O 2.582 0.183 -1.996 0.1 0.0 0.2 -0.58
Si 1.877 -0.508 -0.681 -0.1 0.0 0.0 -4.23
O 0.292 -0.338 -0.658 0.0 0.0 -0.3 3.58
O 2.250 -2.114 -0.630 -0.2 0.3 0.0 -0.24
C 2.915 -2.952 0.310 0.1 -0.1 0.0 1.98
C 2.298 -2.811 1.696 -0.1 0.0 0.0 -1.19
C 2.725 -4.371 -0.212 0.1 0.0 0.1 -1.79
C 4.395 -2.595 0.375 0.0 0.0 0.0 -1.69
O 2.524 0.186 0.660 0.0 -0.2 0.1 2.40
C 3.277 1.357 0.958 0.0 0.2 0.0 1.58
C 2.500 2.599 0.512 0.2 0.0 0.0 -1.08
C 3.461 1.353 2.472 -0.1 0.0 0.0 -1.72
C 4.628 1.301 0.256 0.1 0.0 0.0 -1.68
H 3.530 0.539 -5.144 0.0 0.0 0.0 0.43
H 3.952 1.436 -3.676 0.0 0.0 0.0 0.29
H 2.314 1.538 -4.343 0.0 0.0 0.0 0.28
H 4.009 -1.765 -4.328 0.0 0.0 0.0 0.55
H 3.647 -2.175 -2.645 0.0 0.0 0.0 -0.04
H 4.825 -0.900 -3.014 0.0 0.0 0.0 0.30
H 1.576 -1.257 -4.858 0.0 0.0 0.0 0.60
H 0.661 -0.197 -3.778 0.0 0.0 0.0 0.07
H 1.175 -1.798 -3.218 0.0 0.0 0.0 0.06
H 1.239 -3.076 1.678 0.0 0.0 0.0 0.25
H 2.405 -1.784 2.044 0.0 0.0 0.0 -0.30
H 2.804 -3.475 2.398 0.0 0.0 0.0 0.70
H 1.664 -4.574 -0.359 0.0 0.0 0.0 0.24
H 3.130 -5.099 0.493 0.0 0.0 0.0 0.37
H 3.232 -4.493 -1.170 0.0 0.0 0.0 0.40
H 4.527 -1.582 0.760 0.0 -0.1 0.0 0.05
H 4.844 -2.651 -0.615 0.0 0.0 -0.1 0.33
H 4.919 -3.290 1.031 0.0 0.0 0.0 0.55
H 1.429 2.453 0.656 0.0 0.0 0.1 -0.08
H 2.673 2.812 -0.544 0.0 -0.1 0.1 0.09
H 2.809 3.469 1.093 0.0 0.0 0.0 0.50
H 2.506 1.521 2.975 0.0 0.0 0.0 0.35
H 4.154 2.138 2.777 0.0 0.0 0.0 0.41
H 3.859 0.391 2.797 0.0 0.0 0.0 0.27
H 4.487 1.148 -0.813 0.0 0.0 0.0 0.10
H 5.239 0.487 0.650 0.0 0.0 0.0 0.42
H 5.163 2.239 0.411 0.0 0.0 0.0 0.48